No. 1
Entry from the OMol25 dataset: a cluster of 3 separate species, C5H15NO2 in total in a non-equilibrium geometry (ωB97M-V with the def2-TZVPD basis set).

Last column: natural (NBO) charge in e.
Positions of all 23 atoms, in Å:
C (0.85, -0.73, 0.70)  -0.030
C (0.71, -2.15, 0.22)  -0.631
C (2.23, -0.16, 0.45)  -0.660
O (0.51, -0.71, 2.08)  -0.782
H (1.29, -0.52, 2.63)  0.462
H (-0.35, -0.18, -0.12)  0.298
H (3.01, -0.73, 0.99)  0.183
H (-0.32, -2.50, 0.36)  0.198
H (1.38, -2.84, 0.76)  0.175
H (0.95, -2.23, -0.84)  0.194
H (2.48, -0.17, -0.61)  0.216
H (2.31, 0.86, 0.84)  0.199
C (-0.27, 1.85, -1.09)  -0.432
C (-2.56, 0.32, -1.11)  -0.411
N (-1.09, 1.00, -0.27)  -0.166
O (-1.45, 1.40, 1.02)  -0.573
H (-1.05, 0.72, 1.61)  0.506
H (0.67, 2.03, -0.57)  0.222
H (-0.76, 2.80, -1.32)  0.195
H (-0.06, 1.36, -2.05)  0.216
H (-3.39, 0.90, -0.69)  0.213
H (-2.50, 0.38, -2.20)  0.201
H (-2.57, -0.72, -0.79)  0.207

## Properties
Relative energy (zero: lowest compared OMol25 entry of this formula, charge and spin), kJ/mol: 572.4
Kohn-Sham gap, eV: 7.42
LUMO level, eV: 0.8
Maximum force, eV Å⁻¹: 5.75
E, Eh: -404.53703
Total charge: 0
Highest occupied orbital energy, eV: -6.7

No. 2
Entry from the OMol25 dataset: a structure of composition C41H42ClGe2N3OS2SiW in a non-equilibrium geometry (ωB97M-V with the def2-TZVPD basis set).

Last column: Löwdin spin population.
Positions of all 94 atoms, in Å:
W (0.72, -0.87, -0.41)  1.140
C (-0.28, -0.76, 5.11)  0.003
S (0.09, -2.19, 4.08)  0.022
C (-0.14, -1.48, 2.51)  0.062
S (0.13, -2.58, 1.13)  0.043
N (-0.54, -0.30, 2.31)  0.009
N (-0.47, 0.07, 0.97)  0.212
C (-1.15, 1.15, 0.62)  0.277
C (-0.82, 1.73, -0.62)  0.066
C (-1.35, 2.94, -1.08)  0.076
C (-0.90, 3.48, -2.26)  0.038
C (0.09, 2.81, -2.98)  0.094
C (0.56, 1.62, -2.50)  0.037
N (0.12, 1.06, -1.36)  0.130
H (-0.15, -1.10, 6.14)  0.000
H (-1.30, -0.43, 4.96)  0.000
H (0.42, 0.04, 4.89)  0.000
H (-1.85, 1.59, 1.31)  0.014
H (-2.10, 3.44, -0.48)  0.002
H (-1.31, 4.41, -2.63)  0.000
H (0.49, 3.21, -3.91)  0.005
H (1.33, 1.07, -3.03)  0.000
C (-0.89, -4.73, -1.39)  0.033
Ge (0.60, -3.53, -1.83)  0.122
C (0.77, -3.61, -3.77)  0.018
C (2.22, -4.21, -0.97)  0.033
Ge (-1.55, -1.55, -1.58)  0.200
C (-1.92, -0.90, -3.36)  0.028
C (-0.87, -0.67, -4.26)  0.012
C (-1.12, -0.13, -5.51)  0.000
C (-2.42, 0.20, -5.87)  0.013
C (-3.47, -0.02, -4.99)  -0.001
C (-3.22, -0.57, -3.74)  0.013
C (-3.10, -2.37, -0.80)  0.027
C (-3.29, -2.23, 0.58)  0.004
C (-4.41, -2.79, 1.18)  -0.001
C (-5.33, -3.49, 0.42)  0.003
C (-5.14, -3.63, -0.95)  0.001
C (-4.04, -3.05, -1.56)  0.007
H (-0.47, -5.74, -1.49)  0.007
H (-1.71, -4.64, -2.10)  0.000
H (-1.27, -4.61, -0.38)  0.000
H (0.73, -4.68, -3.97)  0.003
H (1.72, -3.20, -4.11)  0.000
H (-0.05, -3.14, -4.29)  0.000
H (2.66, -4.92, -1.67)  0.005
H (1.96, -4.71, -0.04)  0.001
H (2.94, -3.42, -0.76)  0.001
H (0.15, -0.91, -3.97)  0.000
H (-0.31, 0.04, -6.20)  0.000
H (-2.62, 0.62, -6.84)  0.001
H (-4.49, 0.24, -5.27)  0.000
H (-4.05, -0.75, -3.06)  0.000
H (-2.57, -1.70, 1.18)  -0.001
H (-4.56, -2.68, 2.25)  0.000
H (-6.19, -3.93, 0.89)  0.000
H (-5.87, -4.17, -1.54)  0.000
H (-3.91, -3.15, -2.64)  0.000
O (2.14, -0.31, 0.66)  0.112
Si (3.66, 0.25, 1.07)  0.014
C (4.42, 1.14, -0.38)  0.003
C (4.05, 2.47, -0.61)  0.001
C (4.52, 3.16, -1.72)  0.001
C (5.37, 2.53, -2.62)  0.001
C (5.75, 1.21, -2.40)  0.001
C (5.28, 0.53, -1.30)  0.002
C (4.65, -1.24, 1.59)  0.001
C (3.99, -2.36, 2.11)  0.000
C (4.70, -3.46, 2.56)  0.000
C (6.09, -3.46, 2.51)  0.000
C (6.76, -2.35, 2.01)  0.000
C (6.05, -1.25, 1.55)  0.000
C (3.41, 1.46, 2.45)  0.002
C (2.13, 1.83, 2.88)  0.001
C (1.97, 2.76, 3.91)  0.000
C (3.08, 3.32, 4.52)  0.000
C (4.36, 2.95, 4.10)  0.000
C (4.52, 2.03, 3.08)  0.000
H (3.41, 2.98, 0.10)  0.000
H (4.23, 4.19, -1.88)  0.000
H (5.74, 3.07, -3.48)  0.000
H (6.42, 0.72, -3.10)  0.000
H (5.57, -0.51, -1.15)  0.000
H (2.90, -2.37, 2.16)  0.000
H (4.17, -4.32, 2.95)  0.000
H (6.64, -4.32, 2.86)  0.000
H (7.84, -2.35, 1.97)  0.000
H (6.59, -0.40, 1.16)  0.000
H (1.26, 1.40, 2.42)  0.001
H (0.98, 3.04, 4.23)  0.000
H (2.96, 4.04, 5.32)  0.000
H (5.23, 3.39, 4.58)  0.000
H (5.52, 1.76, 2.76)  0.000
Cl (2.34, -1.00, -2.17)  0.101

## Properties
Relative energy (zero: lowest compared OMol25 entry of this formula, charge and spin), kJ/mol: 150.0
Kohn-Sham gap (spin up / spin down), eV: 4.98 / 5.50
LUMO level (spin up / spin down), eV: -3.9 / -5.5
Maximum force, eV Å⁻¹: 1.65
E, Eh: -7593.93061
Total charge: +1
Spin multiplicity: 4
⟨S²⟩: 3.78
Highest occupied orbital energy (spin up / spin down), eV: -8.9 / -11.0

No. 3
Entry from the OMol25 dataset: a structure of composition C28H24CoN8O6 (ωB97M-V with the def2-TZVPD basis set).

Last column: Löwdin spin population.
Positions of all 67 atoms, in Å:
Co (1.42, -1.22, 1.27)  0.947
O (4.07, -1.60, 4.31)  0.003
C (3.11, -1.73, 3.58)  0.004
O (2.76, -0.91, 2.65)  0.020
C (2.14, -2.89, 3.83)  0.000
C (0.71, -2.35, 4.01)  0.001
C (-0.17, -3.36, 4.72)  0.000
C (-0.38, -4.42, 3.61)  0.001
C (0.40, -3.82, 2.45)  0.001
O (0.19, -2.39, 2.65)  0.021
C (1.92, -3.94, 2.68)  0.000
C (2.68, -3.66, 1.39)  0.000
O (3.71, -4.26, 1.13)  0.000
O (2.11, -2.81, 0.57)  -0.005
H (2.48, -3.39, 4.74)  0.000
H (0.66, -1.33, 4.38)  0.000
H (-1.12, -2.92, 5.03)  0.000
H (0.32, -3.76, 5.61)  0.000
H (-1.44, -4.52, 3.35)  0.000
H (-0.01, -5.41, 3.88)  0.000
H (0.08, -4.10, 1.46)  0.000
H (2.20, -4.93, 3.01)  0.000
C (2.32, -0.77, -4.07)  0.000
N (2.36, -0.50, -2.64)  0.002
C (1.65, -1.06, -1.67)  0.008
N (1.89, -0.44, -0.53)  -0.002
C (2.80, 0.51, -0.87)  -0.001
N (3.10, 0.52, -2.15)  -0.001
C (1.09, -0.21, -4.73)  0.000
C (0.74, -0.64, -6.01)  0.000
C (-0.35, -0.09, -6.67)  0.000
C (-1.12, 0.89, -6.05)  0.000
C (-0.78, 1.32, -4.78)  0.000
C (0.32, 0.77, -4.12)  0.000
C (-1.57, 2.36, -4.12)  0.000
N (-2.19, 3.35, -4.64)  0.000
N (-2.74, 4.07, -3.57)  0.000
C (-2.39, 3.45, -2.50)  0.000
O (-1.65, 2.35, -2.76)  0.000
C (-2.67, 3.79, -1.11)  0.000
C (-2.99, 5.10, -0.76)  0.000
C (-3.21, 5.41, 0.57)  0.000
C (-3.13, 4.43, 1.55)  0.000
C (-2.84, 3.12, 1.20)  0.000
C (-2.75, 2.04, 2.25)  0.000
N (-1.42, 1.46, 2.34)  0.000
C (-0.92, 0.46, 1.60)  0.002
N (0.37, 0.36, 1.84)  -0.004
C (0.62, 1.33, 2.76)  0.000
N (-0.44, 2.03, 3.07)  0.000
C (-2.61, 2.80, -0.13)  0.000
H (2.41, -1.84, -4.22)  0.000
H (3.22, -0.30, -4.47)  0.000
H (1.00, -1.92, -1.81)  0.001
H (3.23, 1.20, -0.16)  0.000
H (1.33, -1.41, -6.49)  0.000
H (-0.61, -0.44, -7.66)  0.000
H (-1.97, 1.33, -6.55)  0.000
H (0.58, 1.14, -3.13)  0.000
H (-3.04, 5.85, -1.53)  0.000
H (-3.44, 6.43, 0.85)  0.000
H (-3.29, 4.69, 2.59)  0.000
H (-3.43, 1.21, 2.02)  0.000
H (-3.01, 2.42, 3.24)  0.000
H (-1.50, -0.15, 0.94)  0.001
H (1.60, 1.50, 3.18)  0.000
H (-2.38, 1.79, -0.42)  0.000

## Properties
Kohn-Sham gap (spin up / spin down), eV: 8.01 / 8.05
LUMO level (spin up / spin down), eV: -0.3 / -0.3
Maximum force, eV Å⁻¹: 0.59
E, Eh: -3353.72779
Total charge: 0
Spin multiplicity: 2
⟨S²⟩: 0.88
Highest occupied orbital energy (spin up / spin down), eV: -8.4 / -8.4

total charge of number 2 (C41H42ClGe2N3OS2SiW)?
+1

Which value of total charge does entry 2 give?
+1

The highest E belongs to which entry?
C5H15NO2